(1)
Molecular formula: C13H13Cl2N3O3
Method: DFT, ωB97M-V with the def2-TZVPD basis set

- lowest unoccupied orbital energy (eV) = 0.4
- SMILES = O=C1CN(C(=O)CNC(=O)c2ccc(Cl)cc2Cl)CCN1
- ΔE to the lowest compared entry with this formula, charge and spin (eV) = 0.105
- frontier orbital gap (eV) = 9.957

Geometry as ORCA input:
```
! wB97M-V def2-TZVPD RIJCOSX def2/J DEFGRID3
* xyz 0 1
C -1.53 1.51 -0.75
N 0.58 1.82 0.36
C 5.02 -0.44 0.03
C -3.37 -1.35 0.92
O -1.29 1.86 -1.90
H -1.49 -1.87 -1.31
H 4.19 -2.31 -0.63
C 3.99 -1.33 -0.22
C 2.69 -0.95 0.08
H -4.00 -0.14 -1.59
Cl 6.64 -0.91 -0.32
N -3.21 -2.17 -0.14
H -0.88 3.29 0.25
H -2.96 -2.35 -2.20
H -2.49 0.11 -2.50
H -1.21 1.95 1.39
C -0.82 2.21 0.41
N -2.35 0.48 -0.47
H -3.28 0.71 1.40
H -3.63 -3.08 -0.08
H -1.73 -0.16 1.43
O 0.32 0.03 1.72
C 1.00 0.68 0.95
C -2.92 -0.27 -1.57
C -2.66 -0.01 0.86
Cl 1.40 -2.05 -0.26
C 3.46 1.18 0.83
C 2.41 0.31 0.60
H 3.25 2.16 1.25
C -2.58 -1.75 -1.37
C 4.76 0.82 0.56
O -4.01 -1.68 1.90
H 1.12 2.20 -0.40
H 5.58 1.50 0.74
*
```

=====

(2)
Molecular formula: C13H13ClN2O3
Method: DFT, ωB97M-V with the def2-TZVPD basis set

- lowest unoccupied orbital energy (eV) = 0.6
- SMILES = COc1ccc(-c2cc(CNC(=O)CCl)on2)cc1
- ΔE to the lowest compared entry with this formula, charge and spin (eV) = 0.730
- frontier orbital gap (eV) = 9.040

Geometry as ORCA input:
```
! wB97M-V def2-TZVPD RIJCOSX def2/J DEFGRID3
* xyz 0 1
C 0.80 0.64 1.04
H 2.74 2.45 1.91
C 0.39 -0.43 0.19
H 3.93 1.90 0.68
H 3.84 5.93 -1.40
C -4.40 -4.75 -0.23
H 1.71 3.71 -0.04
H -0.21 -2.49 -1.35
C -2.86 -1.87 1.36
Cl 1.50 5.61 -1.41
N 2.65 3.36 0.02
C -0.96 -2.33 -0.59
O 4.77 3.55 -0.73
H -3.61 -1.71 2.12
H -5.34 -5.19 0.09
H 3.32 4.78 -2.66
C -2.07 -3.15 -0.52
O -4.16 -3.67 0.64
C -0.79 -1.27 0.30
N 1.26 -0.57 -0.78
C 2.89 2.19 0.85
C 3.19 5.08 -1.61
C 1.96 1.08 0.49
O 2.23 0.35 -0.61
C 3.61 3.91 -0.73
H -3.61 -5.51 -0.16
H 0.32 1.01 1.93
H -1.65 -0.25 1.98
C -3.03 -2.93 0.46
H -4.49 -4.42 -1.27
C -1.75 -1.06 1.28
H -2.17 -3.96 -1.22
*
```

=====

(3)
Molecular formula: C13H13IrN4O8
Method: DFT, ωB97M-V with the def2-TZVPD basis set

- lowest unoccupied orbital energy (spin up / spin down) (eV) = -3.3 / -5.6
- ΔE to the lowest compared entry with this formula, charge and spin (eV) = 0.416
- frontier orbital gap (spin up / spin down) (eV) = 9.892 / 7.430

Geometry as ORCA input:
```
! wB97M-V def2-TZVPD RIJCOSX def2/J DEFGRID3
* xyz 1 2
O 1.32 -1.27 -2.15
C -1.92 -1.39 2.06
H -1.01 4.26 -1.31
H 1.64 1.66 -4.17
H 0.60 4.28 -0.53
C 0.32 -1.04 2.72
H 0.92 -1.81 4.62
C -2.20 -2.07 3.23
Ir -0.33 -0.04 0.18
C -2.85 -1.06 0.91
C -0.35 2.35 -0.54
N 1.15 1.23 -3.40
H 1.81 -3.90 -0.78
O -4.00 -1.41 0.89
C -0.09 3.70 -1.15
O -1.31 -2.86 5.31
O 1.43 0.27 1.02
C 1.12 -3.59 -1.57
O -0.76 1.99 0.59
C -1.16 -2.22 4.15
H 0.71 5.17 -3.20
C 1.07 4.17 -3.40
O 0.06 -1.87 -0.39
C 0.86 -2.13 -1.42
H -2.21 -3.19 5.42
H 2.17 4.19 -3.37
N 0.53 3.27 -2.40
O 2.61 -0.37 2.82
H 0.74 3.88 -4.40
H 1.58 -3.80 -2.54
N -0.70 -0.92 1.87
N -0.01 1.37 -1.37
C 0.60 1.93 -2.45
H 0.20 -4.16 -1.45
H 1.24 0.22 -3.24
O -2.27 -0.32 -0.05
C 0.12 -1.70 3.90
C 1.59 -0.37 2.20
H -3.20 -2.45 3.40
*
```

=====

(4)
Molecular formula: C13H13N5O2
Method: DFT, ωB97M-V with the def2-TZVPD basis set

- lowest unoccupied orbital energy (eV) = -0.6
- SMILES = CCCn1nnc(NC(=O)c2cc3ccccc3o2)n1
- ΔE to the lowest compared entry with this formula, charge and spin (eV) = 8.070
- frontier orbital gap (eV) = 7.572

Geometry as ORCA input:
```
! wB97M-V def2-TZVPD RIJCOSX def2/J DEFGRID3
* xyz 0 1
C 4.22 -0.74 0.27
H -4.78 -0.61 1.50
H 7.63 -0.28 -0.33
C 6.56 -0.21 0.01
C -1.42 0.92 0.19
C 2.10 -0.30 0.26
C 6.37 1.30 -0.30
C 5.66 -1.28 0.17
H 2.87 -2.59 0.46
H -5.36 0.93 0.88
N -1.92 2.15 0.03
H -4.96 0.28 -1.57
C 3.03 -1.38 0.18
C 3.93 0.65 -0.12
H 0.57 1.69 0.04
H -6.84 -1.66 -1.67
C 4.92 1.67 -0.10
H -7.25 -0.27 -0.44
H 6.99 1.96 -0.21
C -4.98 -0.55 -0.73
O 2.52 0.94 0.18
N -3.46 0.62 0.50
H -6.52 -1.85 0.21
C 0.52 -0.43 0.23
H 5.96 -2.13 0.24
N -2.27 -0.07 0.46
N -0.08 0.89 0.23
N -3.26 1.85 0.43
C -4.69 -0.03 0.42
H 4.69 2.78 -0.29
C -6.47 -1.15 -0.52
O 0.09 -1.76 0.39
H -4.35 -1.35 -0.99
*
```

=====

(5)
Molecular formula: C13H13NO4Pt
Method: DFT, ωB97M-V with the def2-TZVPD basis set

- lowest unoccupied orbital energy (eV) = -13.1
- frontier orbital gap (eV) = 3.359

Geometry as ORCA input:
```
! wB97M-V def2-TZVPD RIJCOSX def2/J DEFGRID3
* xyz 2 1
H 2.96 -1.11 -0.55
H 0.02 -2.55 1.41
C 1.95 -0.98 1.36
O 0.64 -0.64 1.87
H 1.18 -1.27 -0.74
N -2.36 -0.23 -0.59
O 2.64 3.04 -0.83
C -2.77 -0.02 -1.85
H -1.79 -0.41 2.57
C -1.59 -1.49 2.46
C 3.03 1.84 -0.21
O 4.03 1.75 0.34
H -0.74 0.23 0.56
C -0.83 1.16 -2.74
H -2.62 0.75 -3.89
C -1.17 0.30 -0.45
C 0.96 1.45 -0.96
C 1.98 -0.73 -0.20
H 0.35 -2.18 3.19
Pt -3.94 -1.18 1.38
C 1.97 0.76 -0.44
C -0.08 -1.83 2.23
H -3.77 -0.44 -2.08
O 0.53 3.77 -1.37
C -0.36 0.96 -1.40
H -1.89 -1.97 3.41
H 2.69 -0.29 1.81
H 2.29 -2.00 1.62
H -0.23 1.66 -3.50
H -2.24 -1.95 1.60
C 1.28 2.94 -1.10
C -2.12 0.65 -2.92
*
```

=====

(6)
Molecular formula: C13H14ClCsN3O10P2
Method: DFT, ωB97M-V with the def2-TZVPD basis set

- lowest unoccupied orbital energy (eV) = 2.0
- frontier orbital gap (eV) = 8.733

Geometry as ORCA input:
```
! wB97M-V def2-TZVPD RIJCOSX def2/J DEFGRID3
* xyz -1 1
H -0.56 2.68 1.51
C -5.53 -3.59 -0.10
Cl -6.78 -0.59 -0.10
C 3.85 3.20 -0.09
H 3.79 4.23 2.21
O 3.13 0.02 1.15
C -2.91 1.87 -0.39
C -5.13 1.98 0.51
C -3.23 -2.18 -0.19
C -5.00 3.36 0.61
O 2.92 1.53 3.31
N -4.12 -0.21 -0.11
O 5.06 1.42 1.98
H 3.85 2.43 -0.85
H -2.13 1.24 -0.75
C -2.78 3.24 -0.27
C -2.07 -3.17 -0.27
H -5.82 3.94 1.02
C 2.90 2.79 1.02
H 4.87 3.33 0.30
C -5.15 -1.09 -0.08
H 5.41 0.74 1.39
H -3.74 5.07 0.32
C -3.83 4.00 0.23
O 0.22 2.14 1.34
P 3.42 1.25 1.93
O 0.89 4.41 0.46
H 2.14 4.50 1.79
O -6.72 -3.44 -0.03
O -4.94 -4.75 -0.07
C -4.09 1.24 0.00
H -3.88 -4.67 -0.10
H 3.52 4.13 -0.57
Cs 0.61 -0.54 0.05
P 1.17 2.94 0.26
C -4.65 -2.37 -0.12
H -1.85 3.70 -0.58
N 2.87 3.81 2.09
H 2.66 3.25 2.94
O 1.13 2.26 -1.05
N -2.94 -0.88 -0.19
O -2.35 -4.38 -0.10
O -0.94 -2.74 -0.52
H -6.04 1.50 0.85
*
```